Molecular formula: C50H52BBr3N2O4PSeTa
Method: DFT, ωB97M-V/def2-TZVPD

Structure (XYZ):
```
115
Properties=species:S:1:pos:R:3
Ta 1.212 0.337 1.017
Br 2.559 -2.346 -0.128
Br 3.828 -1.319 -2.919
Br 5.307 4.274 -3.787
Se -0.779 0.063 -0.633
P -0.455 -0.787 2.797
O 3.273 0.521 1.074
O 1.175 3.480 0.306
O 2.254 0.946 -0.776
O -0.916 2.844 1.003
N 0.186 -0.197 -3.322
N -0.083 -2.142 -2.352
C 0.640 5.897 -0.002
C 6.646 3.240 -1.498
C 0.306 1.247 -3.552
C -2.082 0.018 2.625
C 0.222 -4.723 2.207
C -0.881 -5.361 2.757
C 0.276 -2.400 -3.672
C 0.908 -3.482 -5.668
C 0.852 -1.053 -5.612
C -4.607 1.022 2.004
C 0.447 -0.431 4.308
C -0.919 4.211 0.742
C -3.146 -3.058 -3.602
C 0.331 -1.150 5.494
C -0.743 -2.579 2.815
C -2.168 1.956 -3.804
C 0.276 -3.343 2.245
C -1.960 5.101 0.853
C -4.141 -0.106 1.342
C 6.754 2.505 -0.325
C -1.822 -3.222 3.447
C -2.892 -0.598 1.660
C 1.360 0.618 4.177
C 4.472 1.827 -0.565
C 1.077 -2.234 -6.289
C 3.318 1.087 -0.093
C -2.018 -3.364 -1.321
C -1.805 1.908 4.372
C -2.950 0.649 -3.706
C 1.368 1.446 2.911
C 5.666 1.797 0.154
C 4.352 2.561 -1.746
C -0.114 -0.815 -2.175
C -3.821 1.625 2.968
C 0.510 -3.590 -4.352
C -0.404 6.813 0.108
C -0.511 -3.142 -1.367
C -1.673 6.425 0.525
C 2.171 0.931 5.262
C -2.631 -4.041 -2.555
C 4.169 -1.892 -1.137
C 2.052 0.224 6.449
C -1.869 -4.615 3.377
C 1.133 -0.813 6.570
C -0.785 1.828 -4.444
C 5.445 3.267 -2.201
C -2.896 -2.522 4.240
C -2.550 1.156 3.303
C 0.342 4.596 0.325
C 0.441 -1.164 -4.287
B 0.374 2.439 0.727
H -2.698 -5.125 3.853
H 1.292 1.410 -3.992
H -2.510 2.482 4.971
H 1.156 -2.839 1.865
H -0.222 7.851 -0.135
H 5.731 1.228 1.072
H -2.551 -1.593 4.689
H -5.588 1.420 1.782
H -3.981 0.840 -3.408
H -2.539 -1.494 1.163
H -2.531 -0.045 -2.975
H -3.457 -4.675 -2.231
H 0.304 1.725 -2.575
H -2.507 -2.398 -1.151
H -2.976 0.139 -4.672
H -2.365 -2.382 -3.955
H 1.393 -2.201 -7.322
H -2.073 2.422 -2.817
H 1.056 -1.362 7.498
H 2.888 1.739 5.182
H -1.901 -4.721 -3.003
H 2.684 0.480 7.289
H -2.455 7.168 0.597
H 1.032 -5.292 1.770
H -2.747 2.655 -4.409
H 7.692 2.493 0.212
H -0.155 -2.809 -0.392
H 4.745 -2.808 -1.165
H -0.863 1.247 -5.368
H 0.988 -0.093 -6.092
H -3.761 -2.279 3.622
H 2.358 1.902 2.785
H -2.205 -3.962 -0.425
H 0.701 2.297 3.060
H -0.956 -6.440 2.737
H -0.430 2.818 -4.740
H -3.950 -2.445 -3.189
H 0.020 -4.063 -1.608
H -3.238 -3.177 5.041
H -3.542 -3.583 -4.471
H -1.114 2.626 3.927
H 7.494 3.798 -1.871
H -4.202 2.490 3.497
H -0.364 -1.977 5.569
H 1.096 -4.381 -6.240
H 0.387 -4.556 -3.882
H 3.412 2.578 -2.280
H -2.943 4.788 1.174
H -1.248 1.262 5.045
H 1.630 6.190 -0.325
H 4.687 -1.119 -0.582
H -4.751 -0.605 0.601
```

Summary:
Total charge   +2
Gap between HOMO and LUMO   6.6 eV
Energy relative to the best compared isomer or geometry (same formula, charge and spin)   27.0 kcal/mol
E_tot   -350846.9239 eV
M   1286.38 g/mol